{
  "formula": "C54H65N2O4P2RuS2Si",
  "method": "ωB97M-V/def2-TZVPD",
  "species": ["Ru", "O", "S", "C", "C", "C", "C", "C", "C", "P", "C", "C", "C", "C", "C", "C", "C", "C", "C", "C", "C", "C", "C", "C", "C", "C", "C", "C", "P", "C", "C", "C", "C", "C", "C", "C", "C", "C", "C", "C", "C", "H", "H", "H", "H", "H", "H", "H", "H", "H", "H", "H", "H", "H", "H", "H", "H", "H", "H", "H", "H", "H", "H", "H", "H", "H", "H", "H", "H", "C", "C", "C", "C", "O", "Si", "S", "O", "C", "C", "C", "C", "O", "C", "C", "C", "C", "H", "H", "H", "H", "H", "H", "H", "H", "H", "H", "H", "H", "H", "H", "H", "H", "H", "H", "H", "H", "H", "H", "H", "H", "H", "H", "H", "N", "C", "N", "C", "C", "C", "C", "C", "H", "H", "H", "H", "H", "H", "H", "H", "H", "H"],
  "positions_angstrom": [[0.4325, 0.3600, -0.6586], [0.1278, -1.6864, 2.0235], [-0.6665, -1.1060, 0.9354], [-1.9538, -0.1579, 1.6988], [-3.1039, -0.7564, 2.1980], [-3.9085, -0.0272, 3.0571], [-3.5220, 1.2468, 3.4559], [-2.3731, 1.8267, 2.9404], [-1.6025, 1.1363, 2.0080], [-0.1212, 1.8054, 1.2138], [-0.5017, 3.4744, 0.5758], [-1.0865, 4.4491, 1.3908], [-1.4001, 5.6995, 0.8829], [-1.1069, 6.0117, -0.4368], [-0.4819, 5.0711, -1.2396], [-0.1862, 3.8107, -0.7395], [0.9723, 2.0752, 2.6192], [1.7242, 3.2446, 2.7313], [2.5695, 3.4136, 3.8154], [2.6796, 2.4164, 4.7760], [1.9461, 1.2446, 4.6560], [1.0946, 1.0668, 3.5764], [-1.5850, -2.4086, 0.1751], [-1.8760, -3.5425, 0.9153], [-2.5651, -4.5705, 0.2854], [-2.9148, -4.4595, -1.0557], [-2.5747, -3.3265, -1.7864], [-1.9044, -2.2840, -1.1579], [-1.4194, -0.7342, -1.9404], [-2.9053, 0.2916, -1.7851], [-2.7968, 1.5559, -1.2198], [-3.9221, 2.3432, -1.0154], [-5.1673, 1.8614, -1.3882], [-5.2839, 0.6042, -1.9754], [-4.1608, -0.1815, -2.1731], [-1.2710, -1.1350, -3.6903], [-0.4159, -2.1620, -4.0914], [-0.2243, -2.4190, -5.4385], [-0.8703, -1.6414, -6.3930], [-1.7229, -0.6209, -5.9989], [-1.9239, -0.3644, -4.6491], [-3.3651, -1.7722, 1.9399], [-4.8177, -0.4675, 3.4435], [-4.1138, 1.7895, 4.1809], [-2.0740, 2.7998, 3.2925], [-1.2698, 4.2635, 2.4371], [-1.8613, 6.4363, 1.5271], [-1.3453, 6.9925, -0.8271], [-0.2047, 5.3232, -2.2561], [0.3268, 3.1014, -1.3651], [1.6518, 4.0175, 1.9773], [3.1437, 4.3258, 3.9106], [3.3391, 2.5555, 5.6229], [2.0368, 0.4663, 5.4021], [0.5340, 0.1455, 3.4825], [-1.5471, -3.6223, 1.9439], [-2.8101, -5.4678, 0.8372], [-3.4382, -5.2709, -1.5439], [-2.8118, -3.2683, -2.8415], [-1.8227, 1.9326, -0.9465], [-3.8202, 3.3247, -0.5682], [-6.0521, 2.4634, -1.2271], [-6.2558, 0.2364, -2.2773], [-4.2659, -1.1613, -2.6246], [0.0863, -2.7724, -3.3538], [0.4289, -3.2251, -5.7463], [-0.7146, -1.8389, -7.4455], [-2.2401, -0.0279, -6.7425], [-2.6099, 0.4144, -4.3421], [3.9741, -2.8681, -0.5480], [2.6985, -2.3304, -1.1776], [2.7970, -2.3244, -2.6959], [1.5171, -3.1489, -0.7196], [2.4707, -0.9457, -0.7071], [3.5756, 0.2982, -0.8299], [2.2996, 1.8001, -0.1007], [4.9192, 0.1190, 0.0290], [5.3148, 0.2814, 1.4182], [4.2434, -0.2944, 2.3295], [5.5115, 1.7673, 1.6788], [6.6227, -0.4738, 1.5598], [3.9503, 0.4266, -2.3932], [4.6286, 1.3688, -3.2476], [6.0884, 1.4624, -2.8297], [3.9559, 2.7319, -3.1684], [4.4986, 0.7925, -4.6491], [4.1379, -3.8910, -0.8892], [3.8919, -2.8768, 0.5390], [4.8421, -2.2701, -0.8284], [2.7537, -3.3482, -3.0733], [3.7253, -1.8670, -3.0313], [1.9742, -1.7509, -3.1219], [1.6538, -4.1934, -1.0025], [0.6083, -2.7897, -1.1984], [1.4036, -3.0939, 0.3631], [3.3029, 0.2439, 2.2071], [4.5564, -0.2060, 3.3714], [4.0764, -1.3502, 2.1115], [4.5672, 2.3053, 1.5677], [6.2376, 2.1807, 0.9766], [5.8826, 1.9258, 2.6926], [6.4716, -1.5385, 1.3752], [7.0242, -0.3491, 2.5662], [7.3535, -0.0980, 0.8432], [6.1682, 1.7657, -1.7845], [6.6100, 2.1971, -3.4447], [6.5823, 0.4970, -2.9445], [4.1048, 3.1931, -2.1905], [2.8810, 2.6343, -3.3329], [4.3787, 3.3926, -3.9271], [5.0108, -0.1680, -4.7169], [4.9369, 1.4696, -5.3837], [3.4438, 0.6362, -4.8908], [0.6090, 1.2197, -2.6013], [0.3415, 1.8059, -3.5644], [0.0580, 2.4995, -4.6252], [-1.2145, 3.2593, -4.7097], [-1.1145, 4.2633, -5.8506], [0.2016, 5.0380, -5.7812], [1.4312, 4.1029, -5.8783], [1.0391, 2.6398, -5.7250], [-1.3719, 3.7762, -3.7606], [-2.0484, 2.5721, -4.8614], [-1.9645, 4.9408, -5.7753], [-1.2009, 3.7519, -6.8115], [0.2299, 5.5934, -4.8403], [0.2295, 5.7772, -6.5797], [2.1559, 4.3610, -5.1052], [1.9333, 4.2166, -6.8398], [1.9030, 2.0179, -5.4989], [0.5803, 2.2487, -6.6331]],
  "lowdin_spin": [0.93, -0.01, -0.01, 0.00, 0.00, 0.00, 0.00, 0.00, 0.00, 0.01, 0.01, 0.00, 0.00, 0.00, 0.00, 0.00, 0.00, 0.00, 0.00, 0.00, 0.00, 0.00, 0.00, 0.00, 0.00, 0.00, 0.00, 0.00, 0.00, 0.01, 0.02, 0.00, 0.00, 0.00, 0.00, 0.00, 0.00, 0.00, 0.00, 0.00, 0.00, 0.00, 0.00, 0.00, 0.00, 0.00, 0.00, 0.00, 0.00, 0.00, 0.00, 0.00, 0.00, 0.00, 0.00, 0.00, 0.00, 0.00, 0.00, 0.01, 0.00, 0.00, 0.00, 0.00, 0.00, 0.00, 0.00, 0.00, 0.00, 0.00, 0.00, 0.00, 0.00, 0.03, 0.00, -0.03, 0.00, 0.00, 0.00, 0.00, 0.00, 0.00, 0.00, 0.00, 0.00, 0.00, 0.00, 0.00, 0.00, 0.00, 0.00, 0.00, 0.00, 0.00, 0.00, 0.00, 0.00, 0.00, 0.00, 0.00, 0.00, 0.00, 0.00, 0.00, 0.00, 0.00, 0.00, 0.00, 0.00, 0.00, 0.00, 0.00, 0.00, 0.01, 0.01, 0.00, 0.00, 0.00, 0.00, 0.00, 0.00, 0.00, 0.00, 0.00, 0.00, 0.00, 0.00, 0.00, 0.00, 0.00, 0.00],
  "charge": 2,
  "total_energy_ev": -118924.342,
  "e_lumo_ev": [-5.714, -6.129],
  "multiplicity": 2
}